Computed, not measured: a molecular structure, C28H84O14S4, with ωB97M-V/def2-TZVPD.

Computed properties:
E_HOMO, eV: -6.821
Max |F|, eV/A: 12.99
Net charge: 0
LUMO level, eV: -0.220
Energy relative to the best compared isomer or geometry (same formula, charge and spin), kJ/mol: 0.0
HOMO-LUMO gap, eV: 6.601

The geometry in XYZ format:
```
130
C28H84O14S4 (ωB97M-V/def2-TZVPD)
C -1.59 3.44 -2.58
C -0.80 4.60 -1.75
O -1.44 5.88 -2.04
H -1.41 2.44 -2.32
H -1.40 3.37 -3.66
H -2.57 3.64 -2.59
H 0.22 4.77 -2.11
H -0.67 4.18 -0.84
H -0.78 6.60 -1.70
C 0.37 2.61 3.68
C 0.52 2.15 2.28
O 1.36 3.03 1.68
H -0.16 3.68 3.51
H 1.27 2.65 4.14
H -0.35 2.09 4.12
H -0.46 1.84 1.63
H 0.94 1.23 2.29
H 1.42 3.86 1.75
C -4.24 2.00 -1.10
C -4.87 1.87 -2.50
O -5.90 2.85 -2.69
H -3.87 2.79 -1.01
H -3.42 1.24 -1.13
H -4.98 1.75 -0.40
H -5.20 0.78 -2.53
H -4.09 2.09 -3.23
H -6.46 2.81 -3.52
C -4.35 -2.07 -0.94
C -3.88 -3.31 -0.15
O -4.45 -3.13 1.16
H -5.36 -2.17 -1.19
H -3.79 -2.12 -1.86
H -3.95 -0.97 -0.45
H -2.78 -3.15 -0.27
H -4.16 -4.38 -0.57
H -3.87 -3.43 1.74
C -1.72 -5.19 -2.93
C -1.63 -3.73 -3.26
O -1.02 -3.73 -4.56
H -0.84 -5.71 -3.14
H -2.58 -5.57 -3.41
H -1.76 -5.75 -1.82
H -1.04 -3.10 -2.48
H -2.66 -3.43 -3.30
H -1.80 -3.66 -5.31
C -4.10 1.91 1.92
C -4.23 2.75 3.12
O -5.29 3.75 3.05
H -3.19 1.49 1.92
H -3.94 2.54 0.90
H -4.97 1.25 1.57
H -3.42 3.21 3.52
H -4.49 2.15 4.03
H -5.88 3.87 3.78
C 4.26 2.19 3.03
C 3.27 0.93 3.13
O 4.02 -0.20 3.35
H 5.05 2.16 3.75
H 3.65 3.09 3.19
H 4.81 2.38 1.92
H 2.93 0.99 2.12
H 2.24 0.99 3.76
H 3.49 -0.88 3.77
C 6.30 0.05 0.29
C 4.84 -0.38 0.66
O 3.86 0.26 0.04
H 6.36 1.07 0.53
H 6.50 -0.40 -0.79
H 6.97 -0.46 0.96
H 4.66 -0.31 1.70
H 4.77 -1.49 0.45
H 3.10 -0.31 0.27
C 0.06 0.68 -1.20
C -0.52 -0.11 -0.07
O 0.40 -0.38 0.97
H 1.00 0.42 -1.46
H -0.05 1.66 -1.04
H -0.40 0.71 -2.05
H -0.59 -1.07 -0.52
H -1.38 0.35 0.19
H 1.19 -0.82 0.71
C -1.79 0.75 -4.36
C -0.55 0.47 -5.22
O 0.60 1.09 -4.57
H -2.68 0.41 -4.79
H -1.70 1.77 -4.11
H -1.90 0.23 -3.60
H -0.69 0.92 -6.14
H -0.24 -0.62 -5.19
H 1.44 0.94 -5.05
C 1.58 -1.98 -2.61
S 2.01 -2.61 -0.98
O 1.87 -1.45 -0.06
C 0.75 -3.79 -0.89
H 2.33 -1.17 -2.97
H 0.54 -1.45 -2.49
H 1.65 -2.77 -3.41
H 0.61 -4.30 -1.89
H -0.17 -3.24 -0.64
H 1.04 -4.40 -0.05
C 2.12 2.40 -0.91
S 3.85 2.25 -0.85
O 4.47 3.01 -2.10
C 4.18 3.43 0.41
H 1.51 1.94 -0.06
H 1.73 1.74 -1.59
H 1.64 3.45 -0.92
H 5.28 3.83 0.66
H 3.84 2.96 1.32
H 3.60 4.28 0.44
C -0.24 -3.39 3.57
S -1.08 -2.87 2.06
O -2.26 -3.82 1.87
C -1.87 -1.26 2.61
H 0.72 -2.77 3.80
H 0.49 -4.26 3.62
H -0.99 -3.23 4.38
H -2.67 -1.30 3.46
H -2.62 -0.89 1.60
H -1.23 -0.44 3.00
C 4.53 -3.93 3.04
S 2.77 -3.59 3.42
O 2.78 -2.34 4.33
C 2.37 -3.00 1.84
H 4.49 -5.10 2.55
H 5.03 -3.87 4.13
H 4.84 -3.12 2.43
H 2.39 -3.81 1.29
H 3.13 -2.34 1.55
H 1.45 -2.38 1.98
```